[1]
Computed, not measured: a molecular structure, C10H5BrNO5V at a distorted geometry, with wB97M-V/def2-TZVPD.

Last column: Mulliken spin population.
Atoms and positions in Å:
C: 1.744 0.022 -1.188  0.000
C: -0.132 -0.916 -3.818  -0.104
C: -1.725 -0.038 -1.247  -0.003
O: -0.248 -1.088 -4.968  0.056
O: -0.148 4.983 -1.786  -0.001
Br: -0.126 -2.779 3.668  0.000
O: 0.137 -3.968 -1.789  0.127
H: -0.145 -2.071 0.734  -0.042
C: 0.097 1.133 1.189  0.000
O: 2.746 0.458 -0.756  0.104
N: 0.024 -0.027 0.554  -0.053
C: -0.054 -1.103 2.701  0.007
H: 0.117 2.205 3.101  0.000
C: 0.112 -2.815 -1.883  -0.023
C: 0.080 1.247 2.605  -0.003
V: 0.038 -0.834 -1.760  2.796
C: 0.020 0.106 3.398  0.001
C: -0.169 3.882 -1.472  0.007
H: 0.270 0.249 -2.855  -0.044
H: 0.173 2.047 0.617  -0.002
C: -0.069 -1.153 1.298  0.049
O: -2.767 0.378 -0.830  0.126
H: 0.026 0.084 4.487  0.000

Properties
LUMO (spin up / spin down) ... -4.28 / -5.62 eV
2S+1 ... 4
E_HOMO (spin up / spin down) ... -12.89 / -13.19 eV
E ... -4332.69930 hartree
Relative energy (zero: lowest compared OMol25 entry of this formula, charge and spin) ... 0.000 eV
Expectation value of S² ... 3.781
Charge ... +1
F_max ... 8.4 eV/A
Orbital gap (spin up / spin down) ... 8.612 / 7.564 eV

=====

[2]
Computed, not measured: a molecular structure, C10H5Cl2IrLaNO3 at a distorted geometry, with wB97M-V/def2-TZVPD.

Last column: Mulliken spin population.
Atoms and positions in Å:
C: -3.894 -0.591 -1.304  -0.027
C: 9.127 -1.823 1.261  0.024
La: 7.152 -1.901 2.715  0.666
Cl: 1.946 -0.648 -2.565  0.219
H: -3.343 2.145 0.703  -0.001
N: -0.707 0.324 -0.309  0.190
C: 8.944 -2.203 4.035  0.140
C: -5.879 0.775 -1.143  0.227
H: -6.921 0.954 -1.413  -0.001
C: -5.220 1.677 -0.297  0.197
H: -5.738 2.564 0.099  0.003
C: -5.218 -0.354 -1.644  0.169
C: -1.862 0.190 -0.197  0.000
C: 0.824 2.101 -1.927  -0.004
H: -3.338 -1.455 -1.685  0.000
O: 9.827 -2.364 4.800  0.157
O: 0.604 3.002 -2.640  0.016
C: -3.900 1.457 0.054  -0.045
C: -3.232 0.323 -0.453  0.272
O: 9.970 -1.766 0.462  0.025
H: -5.737 -1.064 -2.306  0.004
Cl: 5.631 -1.929 4.710  0.987
Ir: 0.962 0.586 -0.955  0.781

Properties
LUMO (spin up / spin down) ... -13.47 / -18.07 eV
2S+1 ... 5
E_HOMO (spin up / spin down) ... -19.24 / -21.08 eV
E ... -1718.97217 hartree
Relative energy (zero: lowest compared OMol25 entry of this formula, charge and spin) ... 2.795 eV
Expectation value of S² ... 6.052
Charge ... +4
F_max ... 9.2 eV/A
Orbital gap (spin up / spin down) ... 5.769 / 3.009 eV

=====

[3]
Computed, not measured: a molecular structure, C10H5ClIrNO5 at a distorted geometry, with wB97M-V/def2-TZVPD.

Last column: Mulliken spin population.
Atoms and positions in Å:
O: 0.075 2.244 0.248  0.061
H: 0.069 -2.403 4.406  -0.002
C: 0.992 -1.146 2.930  0.261
C: -1.236 -1.484 1.395  0.256
Cl: 2.432 -0.897 3.817  0.254
H: -2.104 -1.615 0.743  0.001
C: -1.208 0.462 -3.132  0.038
O: 0.332 -2.768 -1.102  0.059
H: -2.049 -2.688 2.978  0.004
O: -1.053 5.669 -2.668  0.030
C: -0.621 4.610 -2.788  0.211
H: -0.285 3.172 -2.582  0.699
O: 2.972 0.875 -3.471  0.089
N: -0.241 -0.735 0.943  -0.031
C: 1.975 0.608 -2.941  0.057
C: 0.335 -1.655 -1.438  0.167
C: 0.856 -0.539 1.666  0.232
O: -2.164 0.635 -3.769  0.088
H: 1.659 0.078 1.273  -0.008
C: 0.175 1.429 -0.572  0.141
Ir: 0.335 0.178 -2.026  1.332
C: -1.195 -2.095 2.656  0.049
C: -0.049 -1.935 3.433  0.012

Properties
LUMO (spin up / spin down) ... -7.85 / -12.11 eV
2S+1 ... 5
E_HOMO (spin up / spin down) ... -12.71 / -16.74 eV
E ... -1378.65149 hartree
Relative energy (zero: lowest compared OMol25 entry of this formula, charge and spin) ... 1.522 eV
Expectation value of S² ... 6.032
Charge ... +2
F_max ... 6.6 eV/A
Orbital gap (spin up / spin down) ... 4.864 / 4.627 eV